The following is a quantum chemistry calculation of C22H34IrN4OS as an isolated structure, from the OMol25 dataset.

Output
energy above the lowest of the compared OMol25 structures with the same formula, charge and spin	0.0	kcal/mol
E_LUMO	-0.3951	hartree
Kohn-Sham gap	6.5	eV
net charge	+3
largest force on an atom	0.00571	Eh/bohr
total energy	-1654.5371	Eh

XYZ file:
```
63
Properties=species:S:1:pos:R:3:forces:R:3:mulliken_charge:R:1
Ir -0.640 -1.029 -0.718 -0.018 -0.019 -0.082 2.965
C -2.622 1.671 0.222 -0.014 -0.036 -0.010 -0.837
C -1.795 1.778 -1.075 0.013 -0.003 0.062 -0.044
N -1.621 0.494 -1.808 0.107 -0.267 0.058 -0.620
C -2.918 -0.059 -2.312 -0.027 -0.008 -0.034 -0.584
C -2.686 -1.471 -2.798 0.026 0.039 0.014 -0.826
N -1.990 -2.271 -1.731 -0.076 0.098 0.147 -0.594
C -2.843 -3.060 -0.798 0.007 -0.044 -0.036 -0.521
C -2.004 -4.132 -0.072 0.010 0.037 0.026 -0.744
C -0.476 -3.972 -0.018 -0.013 -0.015 -0.053 -0.965
N 0.071 -2.650 0.425 -0.117 0.216 -0.073 -0.461
C -0.195 -2.330 1.860 -0.001 -0.001 0.024 -0.764
C -1.501 -1.573 1.984 0.013 -0.015 -0.005 -0.773
N -1.458 -0.427 1.023 0.021 -0.047 -0.046 -0.820
C -2.741 0.320 0.925 -0.024 -0.019 0.029 -0.829
H -3.646 2.002 0.045 0.001 0.003 -0.018 0.346
H -2.207 2.396 0.925 -0.005 0.021 -0.008 0.474
H -0.791 2.147 -0.867 -0.049 -0.001 -0.023 -0.370
H -2.264 2.502 -1.743 -0.010 0.007 0.007 0.581
H -1.039 0.696 -2.623 -0.050 0.148 -0.008 0.460
H -3.311 0.571 -3.111 0.013 -0.023 -0.023 0.480
H -3.639 -0.036 -1.498 0.009 0.022 -0.035 0.284
H -2.018 -1.453 -3.662 -0.030 -0.046 -0.019 0.421
H -3.608 -1.961 -3.108 -0.035 0.039 0.045 0.429
H -1.451 -2.975 -2.240 0.087 0.067 0.009 0.430
H -3.654 -3.535 -1.353 0.041 -0.022 -0.032 0.617
H -3.303 -2.356 -0.106 -0.032 -0.031 -0.014 0.021
H -2.154 -5.087 -0.579 -0.011 -0.021 0.036 0.380
H -2.414 -4.280 0.928 0.020 0.022 0.015 0.382
H -0.034 -4.165 -0.998 0.000 0.015 -0.002 0.441
H -0.080 -4.741 0.647 -0.013 -0.027 -0.022 0.471
H 1.083 -2.696 0.311 0.018 -0.065 0.072 0.357
H 0.632 -1.713 2.217 0.001 -0.007 -0.003 0.311
H -0.216 -3.239 2.462 0.002 -0.007 -0.011 0.571
H -1.635 -1.183 2.995 0.002 0.001 0.002 0.603
H -2.369 -2.183 1.746 0.017 0.011 -0.004 0.435
H -0.767 0.234 1.395 0.005 0.025 -0.018 0.229
H -3.095 0.491 1.945 0.001 -0.013 -0.001 0.578
H -3.463 -0.347 0.457 0.015 0.018 0.004 0.344
O 1.068 -0.039 -0.155 0.014 -0.187 0.030 -0.394
S 1.317 1.247 0.711 0.105 0.152 0.038 0.156
C 2.808 0.925 1.574 -0.067 0.008 -0.044 0.635
C 3.946 0.479 0.905 0.033 0.049 -0.017 -0.207
C 5.102 0.294 1.639 -0.005 -0.004 -0.022 -0.816
C 5.117 0.572 3.005 -0.010 0.000 0.000 -0.430
C 3.978 1.026 3.654 -0.016 -0.002 0.003 -0.849
C 2.801 1.203 2.938 -0.001 -0.047 0.028 -0.342
C 1.708 2.502 -0.476 0.001 -0.037 0.042 0.219
C 2.085 2.175 -1.772 0.040 0.007 0.009 0.111
C 2.402 3.208 -2.642 -0.009 -0.008 -0.013 -0.913
C 2.340 4.528 -2.211 -0.006 0.014 0.004 -0.490
C 1.961 4.833 -0.909 -0.006 0.016 -0.013 -0.784
C 1.633 3.815 -0.026 0.004 -0.010 -0.013 -0.287
H 3.932 0.297 -0.163 0.006 -0.001 0.005 0.403
H 6.003 -0.048 1.147 -0.003 -0.003 0.002 0.444
H 6.032 0.437 3.566 0.003 0.004 -0.003 0.443
H 4.003 1.247 4.712 0.001 -0.003 0.000 0.445
H 1.906 1.562 3.431 0.000 0.012 -0.005 0.430
H 2.156 1.142 -2.088 0.002 -0.012 0.000 0.523
H 2.711 2.982 -3.653 0.002 0.003 -0.006 0.461
H 2.593 5.327 -2.895 0.012 0.000 0.000 0.454
H 1.920 5.862 -0.580 -0.001 0.005 -0.004 0.458
H 1.340 4.047 0.991 -0.003 -0.009 0.005 0.470
```
Forces are in eV/Å.

The following is a quantum chemistry calculation of C22H34N4O2 as an isolated structure in a non-equilibrium geometry, from the OMol25 dataset.

Output
energy above the lowest of the compared OMol25 structures with the same formula, charge and spin	503.8	kcal/mol
E_LUMO	0.0204	hartree
Kohn-Sham gap	8.2	eV
largest force on an atom	0.28961	Eh/bohr
total energy	-1227.5040	Eh

XYZ file:
```
62
Properties=species:S:1:pos:R:3:forces:R:3:mulliken_charge:R:1
C 0.647 0.539 4.279 -4.009 5.472 -1.255 -1.747
H -0.392 1.084 4.147 1.249 -0.815 1.512 0.340
H 0.458 -0.419 4.548 -0.163 -2.689 1.303 0.528
H 1.272 1.185 4.877 0.210 -0.283 0.610 0.351
C 1.021 0.618 2.879 4.593 -6.965 -1.724 1.649
C 2.511 -0.285 2.982 -1.073 -0.422 -3.692 -1.249
H 2.389 -1.351 3.494 0.354 2.397 -1.310 0.263
H 3.262 0.341 3.417 0.297 0.246 1.095 0.552
H 2.935 -0.265 1.824 -1.149 -0.923 2.815 0.153
C 1.372 1.872 2.249 0.513 1.987 -1.359 -1.106
N 2.015 1.805 0.770 -6.612 -1.919 4.436 -0.048
C 2.761 3.008 0.317 -4.103 -4.324 3.548 -0.889
C 3.204 2.437 -0.821 11.451 -2.996 -7.689 -0.439
N 2.483 1.831 -1.868 -5.962 1.832 7.165 0.015
C 1.126 1.584 -1.570 7.281 1.710 9.371 -0.566
O 0.448 1.061 -2.268 -7.847 -4.696 -9.115 -0.367
C 0.610 1.455 0.045 6.471 1.119 -3.664 2.472
C -0.489 2.412 0.132 -1.066 -0.094 -4.804 -0.676
H -0.179 3.414 0.238 0.098 1.028 1.045 0.177
C -1.498 1.824 0.989 -2.396 6.404 3.211 0.147
O -1.965 2.557 1.946 0.980 -2.958 -1.794 -0.764
N -1.922 0.694 0.565 -1.806 -4.260 -3.241 0.576
C -3.046 -0.039 1.092 -1.994 4.378 1.660 -1.032
C -3.843 -0.872 0.195 -7.076 8.436 -1.618 -0.099
H -4.264 0.112 -0.889 0.893 -2.561 2.896 0.198
H -4.874 -1.240 0.524 1.221 1.132 0.431 0.212
C -3.327 -1.888 -0.457 6.422 -6.563 -7.535 -1.109
N -1.960 -1.437 -1.486 -3.676 -0.273 5.611 0.125
C -0.716 -1.932 -0.988 -4.656 2.501 -6.110 0.870
C -0.352 -2.211 0.230 0.914 -0.311 3.648 -0.020
C 1.039 -2.500 0.348 -7.400 -0.118 8.535 -0.522
C 1.840 -2.531 -0.617 9.182 -2.257 -3.406 -0.705
C 1.475 -2.457 -1.916 -12.075 3.377 8.035 -1.667
C 0.056 -2.009 -2.085 7.711 -2.718 -2.175 0.782
C -0.291 -1.815 -3.534 5.856 -1.860 -0.239 -0.640
C -1.626 -1.976 -3.869 -5.327 -2.809 8.455 -0.988
C -2.417 -0.836 -2.795 8.449 -5.711 0.790 -1.297
H -3.339 -1.084 -2.673 -6.307 0.163 -0.537 0.829
H -1.853 0.023 -2.837 -0.099 2.751 -0.868 0.264
H -1.892 -1.624 -4.699 -2.123 1.759 -7.314 0.682
H -2.183 -3.090 -3.473 1.807 3.259 -1.649 0.155
H 0.433 -2.699 -4.076 -1.950 2.595 0.976 0.360
H 0.115 -0.810 -3.808 -0.340 -0.740 -0.207 0.183
H 2.074 -2.514 -2.574 7.652 -0.924 -9.131 1.038
H 2.986 -2.828 -0.402 -2.585 0.741 -0.380 0.107
H 1.140 -2.788 1.406 1.492 0.259 -0.570 0.397
H -1.120 -2.089 1.061 1.624 -0.482 -0.849 0.008
H -2.995 -2.685 0.232 0.309 0.076 -0.476 0.477
H -3.839 -2.404 -1.340 -0.286 0.759 1.796 0.466
H -3.646 0.756 1.735 0.691 -1.601 -1.575 0.468
H -2.719 -0.658 1.801 1.698 -2.653 3.258 0.488
H -1.735 0.364 -0.434 0.266 0.590 1.688 -0.301
H -1.001 2.533 -1.165 1.082 -0.711 3.939 0.361
H 0.339 0.367 0.213 0.777 1.504 -0.296 -1.204
H 2.609 1.643 -2.758 2.174 -0.532 -5.155 0.047
H 4.163 1.313 -0.544 -2.338 3.422 -0.090 0.184
H 3.944 3.201 -1.307 -0.910 -1.235 0.467 0.344
H 2.162 3.785 0.163 -2.455 3.905 -0.400 0.385
H 3.455 3.097 1.065 2.099 0.900 1.363 0.505
H 2.242 2.054 2.857 0.136 1.832 0.495 0.800
H 0.407 2.522 2.359 2.221 -0.144 -0.214 0.211
H 0.489 -0.155 2.271 -0.390 1.013 0.283 -0.733
```
Forces are in eV/Å.

The following is a quantum chemistry calculation of C22H35BBrFLiN3O12 as an isolated structure in a non-equilibrium geometry, from the OMol25 dataset.

Output
E_LUMO	-0.1255	hartree
Kohn-Sham gap	1.0	eV
largest force on an atom	0.17620	Eh/bohr
total energy	-4632.1363	Eh

XYZ file:
```
76
Properties=species:S:1:pos:R:3:forces:R:3:mulliken_charge:R:1
C -4.076 -2.433 1.941 -0.340 1.389 -0.369 -1.080
C -3.114 -1.184 1.490 0.582 1.674 -0.509 0.418
N -3.481 0.283 1.543 5.028 -4.269 -1.186 0.785
O -4.602 0.931 1.903 -1.204 0.492 -1.195 -0.540
B -4.904 1.849 0.748 0.724 2.596 -3.885 0.205
O -4.952 1.310 -0.650 -0.090 0.966 5.532 -0.200
O -5.150 3.321 0.949 1.230 -5.183 2.069 -0.361
N -2.462 1.170 1.141 3.009 -7.527 -0.731 -0.610
C -1.351 0.168 0.770 -2.136 2.396 0.278 -0.020
C 0.002 0.927 0.241 0.500 0.308 0.618 -0.414
C 1.406 0.130 0.523 0.166 -1.019 -0.739 -0.424
C 2.738 1.078 0.631 0.728 -0.266 -0.084 1.490
C 3.215 1.212 2.219 0.348 -0.525 -1.226 -1.198
C 2.640 2.513 -0.155 0.885 0.605 0.500 -1.245
N -1.706 -1.291 0.949 -3.399 6.380 0.987 0.409
C -0.814 -2.471 0.632 -0.282 -2.937 0.420 -0.250
C -1.661 -3.718 -0.093 1.524 -0.399 0.243 -0.410
O -2.274 -3.132 -1.294 -3.362 -1.919 1.125 -0.236
C -3.669 -3.563 -1.472 -2.951 5.995 -1.177 0.135
O -4.586 -2.601 -1.690 5.946 -6.672 1.489 -0.452
H -3.459 -3.340 2.379 -1.272 2.165 -0.965 0.297
H -4.719 -2.725 0.989 1.518 0.445 1.964 0.208
H -4.835 -1.997 2.743 1.794 -1.026 -1.597 0.398
H -4.476 2.006 -1.209 -0.685 1.167 -0.994 0.203
H -4.745 3.481 1.870 -0.989 0.461 -1.569 0.352
H -0.071 1.243 -0.908 -0.176 -0.963 2.559 0.286
H 0.064 1.953 0.848 -0.552 -2.367 -1.243 0.323
H 1.366 -0.576 1.484 -0.130 1.695 -1.952 0.210
H 1.576 -0.604 -0.395 -0.376 1.448 1.813 0.144
H 3.620 0.470 0.102 -2.163 1.329 1.270 -0.723
H 2.579 2.008 2.794 1.207 -1.558 -0.976 0.285
H 4.380 1.464 2.195 -2.775 -0.414 0.316 0.353
H 3.106 0.111 2.663 0.281 2.577 -0.680 0.298
H 1.718 3.175 0.126 1.636 -1.325 -0.433 0.306
H 2.695 2.441 -1.322 -0.218 -0.141 2.202 0.274
H 3.601 3.138 0.176 -2.095 -1.361 -0.738 0.375
H 0.077 -2.244 -0.092 -1.959 0.254 1.600 0.026
H -0.430 -2.931 1.663 -0.594 1.235 -2.274 0.209
H -0.869 -4.546 -0.429 -1.551 2.027 0.741 0.361
H -2.404 -4.251 0.637 1.137 1.305 -1.436 0.340
H -3.914 -4.708 -1.466 0.647 2.118 0.102 0.319
C -6.500 7.613 2.478 0.014 0.219 0.093 -1.058
C -5.488 6.553 2.095 -0.327 0.298 -0.333 -0.151
O -5.519 5.491 3.038 -0.093 -0.855 0.352 -0.516
H -6.287 8.005 3.478 0.046 -0.019 -0.164 0.269
H -6.485 8.441 1.764 -0.067 -0.089 0.078 0.337
H -7.510 7.192 2.509 0.026 0.047 -0.130 0.325
H -4.478 6.972 2.086 -0.117 -0.248 0.105 0.291
H -5.702 6.147 1.102 0.126 0.166 -0.081 0.238
H -6.418 5.119 3.032 0.454 0.347 0.038 0.285
O -4.555 3.714 -2.458 1.082 -0.499 1.599 -0.934
H -5.265 3.190 -2.783 -1.111 -0.598 -0.787 0.159
Li -7.281 1.312 0.752 0.168 0.252 -0.641 0.910
C 6.321 -0.572 -2.044 -0.398 0.038 -1.214 -0.363
C 7.627 -0.428 -1.339 0.722 0.190 -0.626 0.161
O 7.267 0.111 -0.087 -5.016 0.246 -1.224 -0.350
C 6.008 -0.353 0.150 0.314 0.946 1.910 0.662
O 5.466 -0.331 1.243 0.706 -0.326 -2.067 -0.569
O 5.429 -0.852 -0.984 -0.367 -0.397 0.734 -0.311
F 8.422 0.462 -1.973 -0.001 0.087 -0.370 -0.364
H 6.008 0.348 -2.548 0.146 0.031 0.079 0.256
H 6.331 -1.386 -2.774 -0.107 -0.010 0.240 0.172
H 8.164 -1.371 -1.193 -0.051 0.326 0.038 0.504
C 3.723 -4.520 -3.969 -0.472 -0.070 -0.192 -0.536
C 2.409 -4.632 -3.750 0.290 -0.007 -0.251 -0.409
C 1.848 -4.525 -2.389 -0.229 -0.018 0.122 0.423
O 0.646 -4.629 -2.187 0.256 0.059 0.013 -0.536
C 2.794 -4.289 -1.280 0.342 0.050 -0.050 -0.046
C 4.108 -4.177 -1.499 -0.326 0.030 0.474 -0.303
C 4.669 -4.284 -2.861 1.156 0.107 -0.200 0.257
O 5.871 -4.180 -3.063 -1.046 -0.072 0.147 -0.548
H 4.151 -4.597 -4.961 0.018 0.010 0.038 0.416
H 1.702 -4.805 -4.553 -0.001 0.009 0.047 0.425
H 2.366 -4.212 -0.288 0.027 -0.013 0.014 0.435
H 4.815 -4.004 -0.697 0.021 0.045 -0.048 0.421
Br 9.281 -0.592 0.778 4.221 -1.440 2.388 -0.798
```
Forces are in eV/Å.

The following is a quantum chemistry calculation of a 4-piece molecular cluster, C22H35BN3O4S overall in a non-equilibrium geometry, from the OMol25 dataset.

Output
E_LUMO	-0.1737	hartree
Kohn-Sham gap	6.2	eV
net charge	+1
largest force on an atom	0.05449	Eh/bohr
total energy	-1747.1881	Eh

XYZ file:
```
66
Properties=species:S:1:pos:R:3:forces:R:3:mulliken_charge:R:1
C -4.858 1.701 -5.964 0.498 -0.316 -0.519 0.216
C -4.072 1.513 -5.077 -0.347 -0.369 0.625 -1.280
C -3.236 1.076 -3.994 0.192 0.598 -2.161 0.672
N -3.757 0.975 -2.800 -1.487 0.269 0.601 0.424
N -3.175 0.630 -1.667 0.553 0.044 -1.230 -0.890
C -1.914 0.330 -1.874 1.823 -0.983 1.887 -0.710
C -1.165 -0.090 -0.618 -0.650 -0.187 0.992 0.724
S -1.106 -1.934 -0.480 -0.286 -0.514 -0.538 -0.147
C -1.670 -2.369 1.214 0.987 1.400 1.016 -0.401
C -0.502 -2.026 2.227 -0.804 -0.277 -0.198 -0.794
C -1.181 0.338 -3.098 -0.851 0.326 -0.694 1.043
B 0.362 -0.083 -3.220 1.276 0.472 -0.329 0.409
O 0.919 -1.206 -2.634 -1.058 0.232 -0.584 -0.284
N 1.192 0.796 -4.053 0.352 -0.787 0.410 0.029
C 2.200 1.493 -3.221 0.336 0.838 0.003 -0.844
C 1.925 -0.070 -5.010 -0.293 -0.411 -0.164 -0.973
C -1.876 0.764 -4.247 0.272 -0.498 1.624 0.440
C -1.347 0.875 -5.561 0.145 0.311 0.039 -0.835
C -0.897 1.094 -6.652 -0.396 -0.207 -0.196 0.016
H -5.365 1.726 -6.909 -0.213 0.309 0.365 0.452
H -4.749 1.189 -2.714 0.132 0.032 0.062 0.293
H -0.173 0.372 -0.540 -0.107 -0.281 -0.263 0.451
H -1.718 0.243 0.273 0.168 0.079 -0.336 -0.785
H -1.889 -3.437 1.298 -0.082 0.225 -0.670 0.400
H -2.567 -1.793 1.480 0.147 -0.252 -0.243 0.231
H -0.872 -1.460 3.089 0.089 -0.060 -0.246 0.139
H 0.250 -1.430 1.701 -0.021 -0.185 0.391 0.272
H -0.070 -2.960 2.609 0.127 0.308 -0.201 0.332
H 0.850 -1.965 -3.229 0.192 -0.284 0.426 0.264
H 2.533 2.399 -3.753 -0.152 -0.221 0.219 0.304
H 3.102 0.889 -3.035 -0.362 -0.070 0.025 0.224
H 1.810 1.813 -2.242 -0.102 -0.066 -0.308 0.342
H 1.222 -0.821 -5.413 0.264 0.296 -0.151 0.397
H 2.335 0.500 -5.854 -0.192 0.034 0.241 0.318
H 2.751 -0.627 -4.538 -0.154 0.247 -0.020 0.175
H -0.596 1.250 -7.667 0.115 -0.004 0.236 0.452
C -2.617 1.978 4.421 0.349 -0.066 -0.015 -1.102
C -2.447 1.708 2.951 0.120 -0.013 0.145 0.888
O -1.432 1.210 2.513 -0.137 -0.013 -0.205 -0.535
C -3.596 2.082 2.043 0.202 -0.134 -0.234 -0.845
H -1.722 1.660 4.952 -0.052 -0.057 -0.014 0.180
H -2.766 3.046 4.588 -0.219 -0.036 0.009 0.372
H -3.470 1.417 4.806 -0.088 0.158 0.020 0.345
H -3.787 3.154 2.109 -0.153 -0.041 0.110 0.400
H -4.491 1.527 2.327 -0.069 0.165 0.081 0.313
H -3.341 1.834 1.013 -0.015 0.009 0.021 -0.041
C 4.423 -2.266 -1.312 -0.200 0.274 -0.054 -0.902
C 5.342 -1.546 -2.267 0.013 0.058 -0.018 0.823
O 5.036 -0.480 -2.755 -0.045 -0.037 -0.032 -0.540
C 6.658 -2.208 -2.589 0.034 0.265 -0.180 -1.184
H 3.516 -1.679 -1.172 0.021 -0.012 -0.022 0.074
H 4.151 -3.241 -1.720 0.130 -0.088 0.136 0.306
H 4.913 -2.392 -0.346 0.028 -0.194 -0.047 0.384
H 6.482 -3.180 -3.053 0.053 -0.086 0.173 0.329
H 7.245 -2.331 -1.678 -0.045 -0.191 -0.005 0.337
H 7.215 -1.583 -3.284 -0.029 -0.004 0.023 0.324
C 1.367 0.192 7.498 -0.043 -0.016 -0.308 -1.100
C -0.138 0.120 7.545 -0.046 -0.018 -0.068 0.845
O -0.797 0.042 6.532 0.000 0.013 0.016 -0.535
C -0.788 0.148 8.905 -0.258 -0.019 -0.169 -1.122
H 1.698 0.163 6.462 -0.031 0.000 0.022 0.283
H 1.710 1.124 7.951 0.056 -0.105 0.159 0.323
H 1.798 -0.658 8.030 0.044 0.123 0.148 0.344
H -0.538 1.078 9.418 0.126 -0.104 0.114 0.334
H -0.450 -0.704 9.497 0.111 0.125 0.103 0.341
H -1.869 0.089 8.790 0.032 -0.002 -0.015 0.287
```
Forces are in eV/Å.